(1)
H80O40 | wB97M-V/def2-TZVPD

## Properties
LUMO level = -0.6 eV
2S+1 = 1
HOMO = -0.3811 Ha
relative energy (zero: lowest compared OMol25 entry of this formula, charge and spin) = 1128.0 kJ/mol

Last column: Mulliken charge in e.
CARTESIAN COORDINATES (ANGSTROEM)
O1 -1.49 -0.11 -1.58  -0.5313
O2 -0.11 2.42 5.37  -0.6810
O3 1.84 -1.34 -1.35  -0.1478
O4 -2.26 -5.42 -1.38  -0.6690
O5 3.49 -0.70 2.25  -0.5970
O6 0.68 -2.93 2.69  -0.7134
O7 2.70 4.41 -0.34  -0.4326
O8 5.11 -1.00 -0.60  -0.6128
O9 0.67 3.63 -3.87  -0.8418
O10 -0.07 -0.33 2.65  -0.3606
O11 3.61 2.33 -4.67  -0.5677
O12 -3.64 0.12 -4.42  -0.6557
O13 1.75 0.69 4.55  -0.6962
O14 -2.62 -2.59 2.92  -0.5519
O15 -4.00 -3.35 -0.12  -0.6058
O16 -3.33 0.18 1.08  0.0791
O17 -1.24 -0.34 -5.09  -0.7789
O18 -1.80 -5.99 0.88  -0.6803
O19 -1.15 5.18 1.36  -0.6497
O20 -5.55 -0.99 0.50  -0.6698
O21 3.00 -0.22 -4.06  -0.7208
O22 0.88 -1.98 -3.70  -0.7122
O23 1.70 2.98 2.77  -0.3455
O24 -5.32 2.16 1.00  -0.6840
O25 5.20 2.70 0.85  -0.6649
O26 -3.49 -1.56 -2.11  -0.9540
O27 0.26 4.59 -1.45  -0.5790
O28 0.59 -5.36 2.61  -0.5526
O29 -3.63 0.68 5.76  -0.6228
O30 0.63 -4.54 -1.96  -0.6211
O31 2.08 -4.16 0.47  -0.7221
O32 -0.46 -2.99 0.33  0.9459
O33 1.62 1.23 0.77  1.2585
O34 -3.31 2.89 2.61  -0.5837
O35 -0.57 2.14 2.22  1.2746
O36 -1.17 2.34 -0.11  -0.3042
O37 4.90 2.46 -2.28  -0.5509
O38 0.59 1.78 -5.38  -0.5842
O39 0.61 1.94 -2.14  -0.4046
O40 3.36 -1.82 5.03  -0.6297
H1 -2.07 -0.22 -4.63  0.3859
H2 1.23 -4.41 0.15  0.0309
H3 -3.88 -2.62 -0.74  0.4130
H4 -0.42 -3.75 -0.16  -0.2732
H5 0.92 4.22 -4.57  0.3481
H6 0.11 2.57 -2.70  0.6602
H7 2.22 -3.25 0.01  0.4007
H8 -0.98 4.27 1.53  -0.1077
H9 2.67 -2.49 5.03  0.3088
H10 0.93 -6.03 1.94  0.2771
H11 3.59 1.47 -5.07  0.2577
H12 -1.80 -6.18 -0.14  0.4072
H13 -4.94 -3.25 -0.13  0.3499
H14 4.53 2.18 -4.40  0.2959
H15 -0.72 -0.97 3.04  0.1572
H16 0.93 0.65 3.98  0.2382
H17 -1.73 -5.27 -2.14  0.2701
H18 -2.71 3.54 2.90  0.4194
H19 -5.24 -0.02 0.42  0.2473
H20 1.28 -4.23 -1.13  0.3591
H21 -0.11 -6.00 2.87  0.2601
H22 2.70 0.48 -3.36  0.3148
H23 0.44 -2.75 -3.25  0.3491
H24 -0.17 5.24 -0.97  0.2096
H25 1.37 -3.70 2.74  0.4253
H26 4.37 -0.45 -0.32  0.2630
H27 -4.20 -0.40 -3.79  0.3435
H28 1.52 1.47 -5.49  0.3678
H29 -4.14 0.80 4.96  0.3185
H30 -2.47 2.58 2.13  0.0857
H31 -2.76 0.48 5.44  0.3107
H32 -2.82 -4.65 -1.42  0.2784
H33 1.40 -1.26 -2.18  0.0574
H34 -0.44 1.92 -0.73  -0.2636
H35 -0.04 -3.03 1.20  0.1815
H36 2.88 -0.11 2.68  0.2249
H37 -2.90 -1.99 -2.75  0.2929
H38 4.74 2.06 1.32  0.3253
H39 -5.36 1.19 0.97  0.3627
H40 0.99 0.66 1.24  -0.4481
H41 4.65 3.36 0.39  0.2464
H42 -1.17 -0.09 -0.59  -0.0041
H43 -3.18 -0.56 1.64  0.1519
H44 0.00 1.09 -5.15  0.3658
H45 -1.73 0.81 -1.75  0.3160
H46 0.35 2.30 2.61  -0.1858
H47 -0.93 3.28 -0.47  0.3881
H48 0.46 1.07 -2.74  0.0516
H49 3.16 -1.58 2.16  0.2948
H50 2.93 5.29 -0.18  0.2471
H51 2.05 1.60 4.29  0.4856
H52 2.19 2.87 1.92  0.1381
H53 5.96 -0.90 -0.24  0.2642
H54 -4.45 2.33 0.74  0.2587
H55 3.07 -1.00 4.71  0.3387
H56 -1.34 -0.05 -5.99  0.2838
H57 -2.05 -5.05 0.82  0.1590
H58 -2.62 0.85 1.25  -0.2218
H59 0.03 -1.64 -4.04  0.3405
H60 5.42 3.23 -1.89  0.2872
H61 -0.65 0.42 2.55  0.0167
H62 1.94 3.71 3.37  0.2038
H63 0.29 4.41 -2.45  0.3553
H64 2.29 -0.79 -3.76  0.3359
H65 2.80 -1.40 -1.42  0.2714
H66 1.15 -5.23 -2.46  0.2488
H67 1.90 4.47 -0.89  0.2987
H68 -0.16 2.38 4.42  0.1282
H69 -1.76 5.49 2.02  0.3064
H70 -3.34 -3.19 2.65  0.2747
H71 -1.94 -3.23 3.14  0.2290
H72 -0.91 2.83 1.61  -0.4690
H73 -4.98 -1.48 1.04  0.3430
H74 -2.84 -0.87 -1.75  0.5813
H75 1.53 3.18 -3.90  0.1736
H76 0.28 1.61 5.60  0.4008
H77 1.16 -2.40 1.95  -0.0932
H78 -4.10 1.03 -4.61  0.2900
H79 1.06 1.85 0.29  0.0065
H80 4.48 2.18 -1.46  0.3090

(2)
H80O40 | wB97M-V/def2-TZVPD

## Properties
LUMO level = -0.8 eV
2S+1 = 1
HOMO = -0.3877 Ha
relative energy (zero: lowest compared OMol25 entry of this formula, charge and spin) = 738.7 kJ/mol

Last column: Mulliken charge in e.
CARTESIAN COORDINATES (ANGSTROEM)
O1 -2.06 -3.75 -4.80  -0.6898
O2 0.30 -4.51 3.59  -0.6375
O3 -0.37 3.87 -5.63  -0.6235
O4 -0.19 3.04 1.96  -0.2879
O5 2.36 1.45 2.02  -0.3034
O6 0.89 -3.65 -1.49  -0.1884
O7 4.08 0.75 -3.78  -0.5070
O8 6.23 -1.53 0.71  -0.5555
O9 -6.34 1.01 -1.23  -0.6105
O10 -4.96 -0.59 3.18  -0.6199
O11 6.57 1.15 -1.58  -0.6159
O12 4.48 -1.76 4.41  -0.6224
O13 0.97 5.38 2.80  -0.5966
O14 -0.82 -5.28 -2.91  -0.6633
O15 -2.84 -4.95 0.58  -0.6416
O16 -4.96 -2.30 1.05  -0.5724
O17 2.65 -5.11 1.72  -0.5437
O18 -1.12 -2.49 -0.20  -0.3212
O19 3.32 -2.58 -2.88  -0.5084
O20 3.23 -4.95 -0.76  -0.6374
O21 -5.48 2.66 2.23  -0.6890
O22 1.16 -2.04 5.32  -0.6391
O23 -0.08 1.83 -3.29  -0.4944
O24 1.73 5.29 0.59  -0.5649
O25 3.50 2.25 -0.12  -0.2845
O26 -0.52 0.61 -0.06  0.7607
O27 -1.15 6.25 0.87  -0.6074
O28 0.92 -1.70 -3.49  -0.6547
O29 -1.67 -1.35 -2.99  -0.2329
O30 -3.51 2.22 4.30  -0.5915
O31 -2.49 0.41 5.78  -0.5934
O32 -2.82 1.88 -0.91  -0.3060
O33 -0.66 -1.54 2.07  -0.4049
O34 1.22 4.72 -2.05  -0.4772
O35 2.13 -1.42 2.55  -0.2163
O36 -4.19 -0.62 -1.80  -0.5674
O37 -2.86 2.19 1.59  -0.6302
O38 2.01 0.20 -1.47  0.1113
O39 -4.56 1.93 -4.30  -0.6294
O40 4.28 4.21 -2.31  -0.5890
H1 2.40 2.03 2.78  0.1893
H2 0.54 5.92 3.47  0.2628
H3 -2.79 2.60 -0.29  0.3569
H4 0.84 5.28 -2.72  0.2383
H5 4.79 -0.97 4.84  0.2936
H6 3.23 3.15 0.09  0.0501
H7 -0.72 -1.12 -3.16  0.2531
H8 0.32 3.51 2.65  0.2131
H9 1.42 -2.98 -1.93  0.0574
H10 -2.71 -4.45 -4.75  0.2943
H11 -4.09 1.10 -4.34  0.3031
H12 2.78 -4.60 2.52  0.2692
H13 1.43 -1.13 -2.92  0.1441
H14 -1.01 5.30 0.99  0.2846
H15 2.36 0.08 -0.57  0.0261
H16 4.29 -1.75 3.48  0.2933
H17 -2.26 -0.05 6.58  0.2655
H18 -5.62 0.37 -1.17  0.3445
H19 0.29 3.21 1.15  0.0359
H20 -3.13 2.61 5.08  0.2302
H21 -1.80 -1.78 -3.85  0.1609
H22 -3.13 1.61 3.68  0.3460
H23 7.03 -1.02 0.69  0.2840
H24 -0.20 -2.59 0.06  0.2898
H25 3.93 2.04 0.72  0.1903
H26 -4.80 2.48 1.57  0.4286
H27 -2.59 2.93 2.16  0.3591
H28 1.52 1.00 2.15  0.1371
H29 -2.07 6.32 0.60  0.3142
H30 0.81 1.48 -3.21  0.2492
H31 0.90 -2.95 5.21  0.3247
H32 -3.64 -4.85 0.06  0.2967
H33 2.65 5.05 0.50  0.2505
H34 -3.34 -0.77 -2.24  0.2195
H35 -5.31 0.24 2.84  0.3600
H36 -3.38 1.20 -0.55  0.1070
H37 3.94 -1.91 -3.18  0.2300
H38 -0.96 -0.20 -0.34  0.0434
H39 -0.66 -0.93 1.32  -0.0594
H40 -1.20 -2.67 -1.14  0.0436
H41 -0.46 -6.14 -3.11  0.2641
H42 -0.33 -3.79 3.46  0.2864
H43 0.76 5.78 1.92  0.3558
H44 2.98 -4.16 -0.26  0.2816
H45 -1.50 -1.99 1.92  0.2608
H46 6.36 -2.33 1.22  0.2854
H47 -6.20 1.52 -0.41  0.3307
H48 1.19 -2.58 -3.71  0.2771
H49 -4.95 2.77 3.03  0.3364
H50 2.12 -2.09 5.45  0.3227
H51 0.41 3.52 -5.20  0.2919
H52 3.93 3.74 -3.08  0.2883
H53 3.42 4.42 -1.92  0.2499
H54 1.74 -2.05 3.19  0.2256
H55 1.75 -5.37 1.58  0.2611
H56 -1.43 -3.89 -4.08  0.3454
H57 -4.48 -3.09 1.29  0.2537
H58 -4.58 -1.00 2.38  0.3282
H59 -0.10 -4.65 -2.74  0.3780
H60 -0.37 1.93 -2.40  0.1153
H61 -2.00 2.08 1.16  -0.0109
H62 1.20 5.00 -0.17  0.2694
H63 3.76 -5.38 -0.10  0.2992
H64 1.42 -4.33 -1.06  0.2389
H65 -2.12 -4.78 -0.03  0.2941
H66 -3.02 -0.08 5.14  0.2903
H67 2.72 0.85 -1.65  -0.0120
H68 3.72 -3.21 -2.26  0.2728
H69 0.52 4.18 -1.69  0.2615
H70 6.14 1.16 -0.72  0.2987
H71 -3.99 -0.94 -0.91  0.2664
H72 3.14 0.82 -4.00  0.2208
H73 -5.21 1.85 -3.59  0.3212
H74 5.96 1.30 -2.27  0.2948
H75 1.30 -1.35 2.03  0.1704
H76 -1.06 3.60 -5.01  0.3384
H77 0.26 0.75 -0.56  -0.3407
H78 -5.59 -2.27 0.34  0.2748
H79 4.25 1.44 -4.42  0.2879
H80 -0.12 -5.24 3.11  0.2917

(3)
H80O40 | wB97M-V/def2-TZVPD

## Properties
LUMO level = -0.8 eV
2S+1 = 1
HOMO = -0.3852 Ha
relative energy (zero: lowest compared OMol25 entry of this formula, charge and spin) = 685.6 kJ/mol

Last column: Mulliken charge in e.
CARTESIAN COORDINATES (ANGSTROEM)
O1 -0.17 -0.46 -6.19  -0.6487
O2 4.76 2.91 -2.52  -0.6425
O3 0.87 5.03 0.71  -0.5431
O4 -4.43 3.25 -2.41  -0.6464
O5 0.16 5.85 -2.01  -0.5636
O6 -1.24 -0.29 -3.71  -0.3532
O7 -4.02 -0.67 4.95  -0.7064
O8 -1.09 -1.45 5.85  -0.6387
O9 1.09 -1.59 -3.87  -0.6436
O10 6.17 -1.71 -1.23  -0.6470
O11 -2.96 2.54 2.28  -0.5609
O12 -1.82 -0.19 3.17  -0.1379
O13 0.07 2.65 -4.44  -0.6249
O14 2.29 1.01 -3.96  -0.5209
O15 -5.03 1.96 0.14  -0.3166
O16 3.44 -2.57 -3.25  -0.4002
O17 2.04 1.86 -0.97  0.0502
O18 0.94 -4.04 -2.47  -0.4727
O19 4.78 -2.31 2.57  -0.5887
O20 2.83 1.59 5.78  -0.6273
O21 0.85 3.49 4.00  -0.6148
O22 2.41 -4.15 2.41  -0.3871
O23 -0.04 -5.72 2.15  -0.5680
O24 3.15 -0.68 4.59  -0.6244
O25 4.13 0.58 -0.07  -0.6952
O26 4.04 3.56 0.80  -0.6165
O27 -0.57 2.25 -1.04  -0.2887
O28 0.32 -2.32 -0.77  -0.6539
O29 1.02 -2.41 4.04  -0.7043
O30 -3.21 -0.47 0.93  -0.1668
O31 -1.99 -3.93 -0.93  -0.6711
O32 -3.19 -3.14 3.17  -0.6209
O33 -2.83 1.60 -4.17  -0.7351
O34 4.45 -0.24 -2.89  -0.6626
O35 -3.37 0.10 -1.55  -0.5333
O36 -6.41 0.19 2.81  -0.6598
O37 0.42 -0.08 1.12  0.0979
O38 1.49 -5.46 -0.17  -0.5720
O39 -3.76 5.28 0.64  -0.5575
O40 -5.50 -1.32 -2.68  -0.6199
H1 -5.69 0.03 3.43  0.3104
H2 0.12 3.54 -4.08  0.2580
H3 -6.24 0.85 2.15  0.3072
H4 0.82 6.48 -1.68  0.2911
H5 1.55 4.53 1.20  0.2791
H6 -0.28 -1.13 5.40  0.3043
H7 1.94 -6.17 0.30  0.2988
H8 1.19 2.59 4.10  0.3102
H9 -2.15 -0.16 2.25  0.2425
H10 -3.40 2.23 1.48  0.2074
H11 0.16 -2.78 4.27  0.2833
H12 -3.17 -1.37 0.59  0.0745
H13 0.71 -4.98 -2.47  0.2185
H14 3.46 1.02 5.35  0.3547
H15 2.63 1.91 -3.96  0.2131
H16 -4.46 4.79 1.05  0.2699
H17 1.64 -1.14 -3.22  0.0901
H18 -3.11 -3.17 2.21  0.2762
H19 -0.03 0.42 -6.56  0.3406
H20 2.91 -1.59 4.83  0.2889
H21 -0.31 -0.10 -3.86  -0.2774
H22 -2.98 1.93 3.02  0.3031
H23 -3.61 0.06 0.21  0.2743
H24 4.30 3.76 -2.63  0.3394
H25 0.65 -2.40 -1.69  0.2364
H26 3.33 1.10 -0.27  0.4884
H27 3.20 -3.50 -3.15  0.2389
H28 1.91 1.36 5.77  0.2568
H29 3.71 3.44 -0.09  0.2664
H30 3.59 0.00 -3.27  0.3013
H31 -3.65 -1.43 5.40  0.3032
H32 1.73 -2.01 -4.46  0.4078
H33 -3.86 4.03 -2.52  0.2896
H34 -0.39 2.96 -0.40  0.3070
H35 1.35 1.22 -4.12  0.3383
H36 4.91 1.01 -0.46  0.3242
H37 -0.03 3.33 3.64  0.3258
H38 5.58 -1.80 -1.98  0.1902
H39 0.60 -3.24 -0.59  0.2648
H40 -2.87 -0.56 -2.06  0.1366
H41 0.36 5.51 1.37  0.2793
H42 -4.21 -0.43 -1.59  0.3247
H43 -3.41 0.85 -4.35  0.3455
H44 -3.44 -0.24 4.32  0.3465
H45 -5.26 -2.20 -2.99  0.2950
H46 -2.25 1.08 -3.55  0.3901
H47 3.08 -4.70 2.81  0.2380
H48 -1.46 -1.07 3.34  0.0981
H49 0.20 0.75 0.70  0.1063
H50 4.40 -2.55 -3.14  0.2718
H51 -1.66 -0.70 6.05  0.3169
H52 2.12 -4.77 0.07  0.2010
H53 -5.00 1.78 -0.81  0.1465
H54 4.11 -0.81 4.66  0.3162
H55 -0.57 6.06 -1.42  0.2652
H56 -3.79 2.56 -2.67  0.3857
H57 1.14 1.97 -0.58  -0.2652
H58 -5.50 2.77 0.33  0.1957
H59 -1.38 -0.49 -4.67  0.4864
H60 1.70 -3.95 3.04  0.2327
H61 4.73 -2.64 1.67  0.2270
H62 5.48 -1.77 -0.55  0.3550
H63 -0.29 -5.31 1.32  0.3195
H64 4.92 3.17 0.81  0.3373
H65 -1.14 -3.48 -0.74  0.4851
H66 -3.80 -2.38 3.22  0.3381
H67 0.95 -2.16 3.11  0.3181
H68 1.84 1.04 -1.44  0.2199
H69 0.55 -0.50 -5.55  0.3324
H70 -0.88 2.47 -4.58  0.2817
H71 -1.47 1.94 -0.89  0.0375
H72 -0.32 -6.64 2.01  0.2608
H73 0.51 -0.76 0.45  0.0966
H74 4.12 2.55 -1.88  0.0200
H75 -5.72 -0.74 -3.41  0.2919
H76 4.50 0.05 -1.97  0.5400
H77 -3.76 5.46 -0.30  0.2790
H78 4.05 -1.68 2.61  0.3577
H79 0.51 -3.85 -3.33  0.2250
H80 -1.76 -4.37 -1.75  0.2545

(4)
H80O40 | wB97M-V/def2-TZVPD

## Properties
LUMO level = -0.8 eV
2S+1 = 1
HOMO = -0.3642 Ha
relative energy (zero: lowest compared OMol25 entry of this formula, charge and spin) = 1051.7 kJ/mol

Last column: Mulliken charge in e.
CARTESIAN COORDINATES (ANGSTROEM)
O1 -5.30 -2.55 -1.65  -0.6244
O2 0.46 -0.99 -5.60  -0.6163
O3 -0.31 -2.67 -1.77  -0.6598
O4 3.41 3.95 -0.75  -0.5434
O5 6.00 0.18 -0.93  -0.6961
O6 1.71 -0.11 0.08  0.2845
O7 -2.87 3.53 2.26  -0.6600
O8 -6.34 1.46 1.62  -0.6496
O9 4.84 -1.45 -2.95  -0.7557
O10 -3.29 -1.39 0.07  -0.2428
O11 2.68 -2.63 -0.33  -0.2686
O12 -3.68 0.91 -2.81  -0.7062
O13 -1.87 4.94 -2.51  -0.6604
O14 -0.78 -1.92 2.29  -0.5466
O15 1.50 2.51 1.46  -0.4507
O16 -3.54 2.64 -0.33  -0.5360
O17 -0.55 1.94 -4.30  -0.6339
O18 0.21 3.30 -2.08  -0.5585
O19 -1.08 1.81 0.64  -0.1818
O20 3.07 -3.70 -2.68  -0.7294
O21 -3.16 1.53 4.53  -0.4657
O22 -1.70 -3.14 -4.64  -0.6909
O23 3.79 0.45 -1.83  -0.1855
O24 -5.95 0.11 -1.08  -0.5922
O25 2.14 -1.72 3.80  -0.3903
O26 4.29 -3.53 1.60  -0.5735
O27 0.39 -0.33 5.38  -0.5847
O28 0.60 5.03 -0.05  -0.5589
O29 -4.89 -3.40 2.83  -0.6504
O30 5.07 2.38 -3.25  -0.6320
O31 -3.59 -1.78 -3.32  -0.5875
O32 2.62 1.73 4.38  -0.6446
O33 2.24 -3.21 5.71  -0.6379
O34 3.14 1.17 -4.82  -0.6258
O35 1.93 -5.78 0.24  -0.6126
O36 -3.35 -1.13 2.69  -0.6325
O37 -0.88 -2.43 5.80  -0.6763
O38 4.34 -0.13 1.09  -0.6221
O39 -0.96 -0.07 -1.74  0.6058
O40 -1.03 4.07 3.71  -0.5917
H1 1.28 -5.27 0.69  0.3272
H2 -1.92 3.75 3.77  0.2138
H3 -4.20 -2.49 -3.11  0.3911
H4 -4.43 -3.78 2.08  0.2759
H5 -0.41 1.43 0.07  -0.3157
H6 0.22 -2.63 -0.95  0.1693
H7 -0.02 0.04 -1.78  -0.1042
H8 0.01 -0.13 -5.56  0.3277
H9 0.67 -1.39 -6.43  0.2767
H10 -3.05 -0.49 -0.01  0.1115
H11 4.86 -0.03 0.24  0.3269
H12 -1.53 5.34 -1.69  0.2888
H13 -5.51 -1.76 -2.15  0.2729
H14 2.08 -0.32 0.99  0.1051
H15 -3.61 1.71 -0.09  0.1782
H16 1.86 2.33 4.03  0.3001
H17 -2.11 3.04 1.87  0.5284
H18 -4.00 -0.37 2.63  0.1842
H19 -2.93 2.43 4.36  0.2396
H20 -0.06 4.20 -1.91  0.2180
H21 0.55 2.60 1.21  0.3195
H22 2.65 -3.34 4.86  0.2965
H23 -2.82 5.27 -2.58  0.2836
H24 0.23 2.21 -4.75  0.2122
H25 4.79 1.89 -2.39  0.2076
H26 -5.28 0.35 -1.74  0.4175
H27 -0.44 -3.27 5.63  0.3083
H28 -6.11 -2.82 -1.30  0.2594
H29 4.22 -0.39 -1.65  0.3627
H30 -0.60 3.00 -2.54  0.2798
H31 2.48 -5.08 -0.10  0.2820
H32 3.77 3.94 0.21  0.3222
H33 -3.00 -2.12 -3.97  0.2136
H34 5.10 3.26 -2.83  0.3292
H35 5.30 -3.52 1.67  0.2899
H36 -3.54 4.01 1.76  0.2175
H37 -6.37 0.70 2.23  0.2993
H38 -1.26 -2.47 4.85  0.3487
H39 -1.14 -2.46 -5.04  0.2818
H40 3.92 3.45 -1.35  0.1215
H41 -3.62 1.45 5.40  0.2515
H42 -0.96 -3.81 -4.67  0.3356
H43 -2.84 -1.97 -0.54  0.0877
H44 1.21 -1.64 3.68  0.1233
H45 -3.86 2.74 -1.31  0.2592
H46 0.26 -2.56 -2.51  0.3022
H47 6.21 0.62 -1.73  0.2544
H48 1.94 -2.27 0.17  -0.0071
H49 3.27 -2.95 0.39  0.2417
H50 5.81 -1.65 -2.88  0.3007
H51 -1.40 2.34 -0.21  0.4827
H52 2.51 -0.07 -0.44  0.1182
H53 4.38 0.66 1.69  0.2409
H54 -2.74 1.09 -2.58  0.1098
H55 3.65 -3.11 -3.18  0.3751
H56 -3.63 -0.01 -3.14  0.4494
H57 -3.02 -1.09 1.78  0.4308
H58 -4.34 -2.66 3.10  0.3997
H59 -5.77 2.11 2.06  0.3282
H60 6.45 -0.29 -0.21  0.2688
H61 1.87 2.01 0.76  0.1835
H62 2.99 1.89 -4.15  0.3076
H63 -0.61 3.41 4.24  0.3518
H64 0.27 -1.24 5.08  0.3129
H65 -1.56 -1.48 2.70  0.3273
H66 2.82 -3.19 -1.84  0.3858
H67 4.83 -0.94 -3.78  0.2854
H68 3.10 1.78 3.56  0.2885
H69 4.08 -4.25 0.99  0.2877
H70 3.60 0.58 -2.75  0.0742
H71 2.38 -0.79 3.84  0.2603
H72 -0.89 -1.14 -1.57  0.0258
H73 1.33 -3.01 5.51  0.3136
H74 -0.46 -0.11 5.75  0.2944
H75 2.33 1.06 -5.26  0.2786
H76 -0.34 2.04 -3.39  0.4212
H77 -0.59 -1.61 1.40  0.2408
H78 -5.69 0.45 -0.20  0.2594
H79 1.02 5.84 -0.33  0.2824
H80 1.40 4.46 0.11  0.2826